{
  "formula": "C55H64As3BiBrN2O5",
  "method": "the ωB97M-V functional and the def2-TZVPD basis",
  "elements": ["Bi", "Br", "C", "C", "C", "C", "C", "C", "N", "C", "C", "C", "C", "C", "C", "N", "H", "H", "H", "H", "H", "H", "H", "H", "H", "C", "C", "C", "O", "C", "C", "O", "C", "O", "C", "C", "C", "C", "C", "C", "C", "C", "C", "C", "C", "C", "C", "O", "C", "C", "C", "C", "C", "C", "C", "C", "C", "C", "C", "C", "H", "H", "H", "H", "H", "H", "H", "H", "H", "H", "H", "H", "H", "H", "H", "H", "H", "H", "H", "H", "H", "H", "H", "H", "H", "H", "H", "H", "C", "As", "C", "C", "C", "C", "C", "As", "C", "C", "C", "As", "C", "C", "H", "H", "H", "H", "H", "H", "H", "H", "H", "H", "H", "H", "H", "H", "H", "H", "H", "H", "H", "H", "H", "H", "H", "H", "H", "H", "H", "O", "C"],
  "positions_angstrom": [[0.261, 0.420, -0.348], [8.116, 0.240, -3.444], [6.263, 0.585, -3.273], [5.609, 1.344, -4.231], [4.257, 1.601, -4.093], [3.549, 1.120, -2.990], [4.220, 0.332, -2.055], [5.570, 0.068, -2.189], [2.191, 1.402, -2.751], [1.725, 2.535, -3.075], [0.348, 2.968, -2.813], [-0.018, 4.246, -3.229], [-1.279, 4.731, -2.932], [-2.148, 3.924, -2.221], [-1.713, 2.664, -1.850], [-0.512, 2.178, -2.143], [6.155, 1.746, -5.074], [3.743, 2.159, -4.866], [3.674, -0.033, -1.198], [6.088, -0.542, -1.461], [2.354, 3.299, -3.543], [0.691, 4.857, -3.770], [-1.577, 5.723, -3.242], [-3.134, 4.268, -1.942], [-2.350, 2.019, -1.259], [2.871, 1.496, 4.877], [1.393, 1.131, 4.773], [0.768, 1.003, 6.152], [0.681, 2.093, 4.030], [0.616, 1.681, 2.691], [0.753, 0.114, 2.763], [1.257, -0.098, 4.056], [-0.376, -0.904, 2.405], [-0.897, -0.562, 1.136], [-1.501, -1.043, 3.429], [-2.813, -0.733, 3.107], [-3.837, -0.959, 4.017], [-3.560, -1.482, 5.268], [-2.250, -1.804, 5.595], [-1.232, -1.605, 4.678], [0.237, -2.315, 2.280], [-0.582, -3.298, 1.726], [-0.102, -4.571, 1.474], [1.207, -4.899, 1.805], [2.014, -3.946, 2.403], [1.537, -2.659, 2.634], [-0.450, 2.516, 1.910], [-0.411, 2.213, 0.525], [0.061, 3.977, 2.057], [1.008, 4.453, 1.157], [1.581, 5.706, 1.316], [1.212, 6.510, 2.382], [0.255, 6.053, 3.274], [-0.317, 4.799, 3.114], [-1.887, 2.503, 2.427], [-2.235, 2.372, 3.768], [-3.543, 2.586, 4.179], [-4.530, 2.908, 3.264], [-4.199, 3.022, 1.921], [-2.888, 2.831, 1.515], [2.986, 2.382, 5.498], [3.288, 1.701, 3.890], [3.413, 0.666, 5.327], [0.734, 1.989, 6.613], [1.368, 0.331, 6.764], [-0.242, 0.607, 6.070], [1.534, 1.981, 2.179], [1.555, -0.134, 2.035], [-3.036, -0.300, 2.142], [-4.853, -0.705, 3.747], [-4.358, -1.642, 5.982], [-2.021, -2.224, 6.566], [-0.221, -1.889, 4.932], [-1.613, -3.049, 1.503], [-0.753, -5.318, 1.035], [1.589, -5.894, 1.615], [3.028, -4.195, 2.687], [2.178, -1.940, 3.124], [1.299, 3.830, 0.322], [2.336, 6.045, 0.617], [1.670, 7.481, 2.519], [-0.039, 6.665, 4.117], [-1.048, 4.458, 3.830], [-1.487, 2.122, 4.502], [-3.789, 2.502, 5.230], [-5.546, 3.083, 3.592], [-4.955, 3.288, 1.194], [-2.606, 2.966, 0.481], [-3.527, -0.581, -0.439], [-1.928, -0.693, -1.556], [-2.807, -0.120, -3.235], [-2.006, -2.676, -1.688], [-1.228, -3.531, -2.707], [-1.827, -4.943, -2.584], [0.256, -3.628, -2.343], [1.339, -1.961, -2.378], [2.617, -2.688, -1.068], [2.510, -2.373, -3.920], [-1.405, -2.999, -4.144], [-1.504, -4.310, -5.647], [0.411, -4.648, -5.943], [-1.666, -2.909, -7.017], [-4.384, -0.950, -0.999], [-3.712, 0.445, -0.120], [-3.370, -1.186, 0.451], [-3.609, -0.817, -3.472], [-2.098, -0.075, -4.058], [-3.237, 0.868, -3.089], [-3.074, -2.871, -1.817], [-1.729, -2.998, -0.681], [-1.807, -5.291, -1.549], [-1.260, -5.648, -3.193], [-2.861, -4.950, -2.934], [0.733, -4.348, -3.011], [0.342, -4.015, -1.323], [2.741, -3.754, -1.259], [2.254, -2.567, -0.046], [3.593, -2.217, -1.160], [2.688, -3.443, -4.009], [3.465, -1.874, -3.753], [2.097, -1.993, -4.854], [-0.625, -2.260, -4.364], [-2.370, -2.494, -4.213], [0.798, -5.388, -5.242], [0.982, -3.727, -5.845], [0.547, -5.043, -6.949], [-2.626, -2.400, -6.929], [-1.615, -3.356, -8.009], [-0.865, -2.175, -6.924], [4.163, 2.665, 1.128], [3.271, 2.168, 0.660]],
  "homo_ev": -10.54,
  "spin_multiplicity": 1,
  "homo_lumo_gap_ev": 7.2,
  "e_tot_ha": -12115.6337,
  "largest_force_ev_per_a": 2.23,
  "charge": 1,
  "relative_energy_ev": 1.098
}